Record 1
DFT (ωB97M-V/def2-TZVPD) results for a 2-piece molecular cluster, C4H11PS2 overall at a distorted geometry.

Output
Orbital gap (spin up / spin down) (eV): 5.711 / 6.755
ΔE to the lowest compared entry with this formula, charge and spin (kcal/mol): 51.4
<S²>: 2.0056
Net charge: 0
2S+1: 3

```
18
Properties=species:S:1:pos:R:3:mulliken_spin:R:1
C 0.54 -2.15 -3.41 -0.0143
C -1.04 3.10 3.06 -0.0004
C 0.20 -2.53 -2.01 0.8275
C 0.77 -2.02 -0.94 0.9835
P 0.03 2.33 1.76 -0.0010
S -1.51 1.78 0.45 0.0063
S 0.44 0.46 2.71 0.0066
H -0.36 -1.90 -3.97 0.0509
H 1.22 -1.30 -3.43 -0.0029
H 1.02 -2.99 -3.91 0.0725
H -0.44 3.25 3.96 -0.0002
H -1.38 4.07 2.69 0.0000
H -1.89 2.47 3.28 0.0003
H -0.69 1.45 -0.54 0.0029
H -0.57 -3.29 -1.90 0.0352
H 1.54 -1.26 -1.02 0.0096
H 0.51 -2.33 0.06 0.0237
H 1.62 0.87 3.17 -0.0004
```

Record 2
DFT (ωB97M-V/def2-TZVPD) results for a 2-piece molecular cluster, C6H14 overall at a distorted geometry.

Output
Orbital gap (eV): 10.599
ΔE to the lowest compared entry with this formula, charge and spin (kcal/mol): 40.3
Net charge: 0
SMILES: C=CC.CCC

```
20
Properties=species:S:1:pos:R:3:mulliken_charge:R:1
C -1.23 0.13 1.67 -0.7798
C -0.30 1.08 1.47 0.0193
C 0.67 1.51 2.52 -1.0839
H -1.89 -0.15 0.86 0.3337
H -1.16 -0.45 2.58 0.2502
H -0.28 1.57 0.50 0.3900
H 0.29 2.31 3.17 0.2908
H 0.99 0.65 3.14 0.2999
H 1.61 1.81 2.04 0.2946
C 0.93 0.14 -2.22 -1.2411
C -0.11 -0.60 -1.31 0.0934
C -0.21 -2.11 -1.74 -1.2032
H 1.85 -0.38 -2.45 0.3702
H 1.21 1.06 -1.68 0.2937
H 0.42 0.50 -3.12 0.3195
H -0.96 0.00 -1.57 0.3123
H 0.18 -0.50 -0.28 0.0934
H -0.44 -2.67 -0.83 0.3337
H -1.00 -2.18 -2.48 0.2931
H 0.80 -2.42 -2.03 0.3203
```

Record 3
DFT (ωB97M-V/def2-TZVPD) results for a 2-piece molecular cluster, C2H4NO4P overall at a distorted geometry.

Output
Orbital gap (spin up / spin down) (eV): 5.942 / 6.410
ΔE to the lowest compared entry with this formula, charge and spin (kcal/mol): 118.3
Net charge: -2

```
12
Properties=species:S:1:pos:R:3:mulliken_charge:R:1
C -0.14 0.30 -0.29 -0.9030
C 0.76 -0.56 0.55 -0.2519
N -0.13 -2.70 0.32 -0.1065
O 3.59 -1.19 0.68 -0.8209
O 2.39 1.19 0.46 -0.7352
O -1.21 -2.59 -0.25 -0.3535
O 2.62 -0.37 -1.51 -0.7674
P 2.59 -0.27 -0.03 0.7774
H -0.60 1.10 0.30 0.2126
H 0.28 0.53 -1.25 0.3136
H -1.11 -0.17 -0.67 0.3611
H 0.57 -0.66 1.70 0.2738
```

Record 4
DFT (ωB97M-V/def2-TZVPD) results for a 2-piece molecular cluster, C13H29N5O10P overall at a distorted geometry.

Output
Orbital gap (eV): 9.456
Net charge: +1

```
58
Properties=species:S:1:pos:R:3:mulliken_charge:R:1
O 3.35 -4.32 0.56 -0.6326
O -3.55 5.91 1.53 -0.5350
O 1.17 -2.90 4.90 -0.6687
O -0.54 2.64 -4.32 -0.7398
O -2.26 4.64 2.90 -0.4380
O -0.76 5.95 0.21 -0.5457
O -2.98 3.14 -0.58 -0.6188
O -0.71 5.03 -4.78 -0.4597
O -2.54 3.51 -5.64 -0.4693
O -2.37 3.84 -3.07 -0.2390
C 2.30 -4.93 0.73 0.6966
C -2.59 5.17 1.69 0.2184
C 1.04 -3.78 4.06 -0.0738
C 1.05 0.58 -2.10 0.7604
N -0.11 1.15 -1.97 -0.1217
N 0.48 -4.93 4.45 -0.1516
N 1.61 -0.12 -1.13 -0.0978
N 1.38 -4.57 1.63 -0.0983
N 1.62 0.74 -3.26 -0.3197
C 1.99 -6.15 -0.11 -1.2780
C 0.24 -6.20 3.76 -0.8732
C -1.65 4.53 -2.03 -0.7524
C -1.65 4.86 0.51 0.3035
C 1.03 -0.41 0.20 -0.7844
C 1.64 -1.68 0.78 -0.5645
C -2.48 4.48 -0.74 0.1536
C 0.93 -2.17 2.06 -1.1141
C 1.54 -3.48 2.62 0.3599
P -1.53 3.73 -4.45 0.8166
H -2.95 4.96 3.51 0.3809
H -0.35 6.30 1.03 0.3762
H -3.53 2.92 -1.36 0.3529
H -0.18 4.74 -5.53 0.3507
H -3.16 4.25 -5.56 0.3306
H -0.62 1.09 -1.11 0.1742
H -0.48 1.66 -2.77 0.2180
H 0.24 -4.91 5.43 0.2792
H 2.52 -0.52 -1.32 0.2437
H 0.54 -5.13 1.68 0.2000
H 2.51 0.33 -3.46 0.1546
H 1.13 1.30 -3.95 0.2425
H 2.83 -6.34 -0.77 0.3378
H 1.09 -5.96 -0.71 0.3381
H 1.83 -7.01 0.53 0.3358
H 1.18 -6.58 3.34 0.2747
H -0.13 -6.94 4.47 0.3559
H -0.51 -6.07 2.97 0.3112
H -1.48 5.58 -2.30 0.4746
H -0.68 4.07 -1.86 0.3251
H -1.05 3.99 0.79 0.2177
H 1.21 0.42 0.87 0.2878
H -0.05 -0.56 0.10 0.4323
H 1.56 -2.45 0.02 0.3897
H 2.69 -1.51 1.00 0.2629
H -3.32 5.18 -0.85 0.3426
H 1.01 -1.39 2.81 0.4839
H -0.13 -2.33 1.85 0.3636
H 2.61 -3.31 2.75 0.4301
```

no.,DFT total energy (eV)
1,-35280.947
2,-6447.660
3,-21104.455
4,-51165.123